No. 1
This record from the OMol25 dataset describes a molecular structure, C27H18F3N6O2RuS2 in a non-equilibrium geometry. The level of theory is the ωB97M-V functional and the def2-TZVPD basis.

Positions of all 59 atoms, in Å:
Ru (0.38, 0.15, -0.26)
C (4.36, 2.69, 1.18)
C (3.26, 2.03, 0.36)
S (2.07, 1.17, 1.29)
C (3.21, 2.10, -0.97)
C (4.24, 2.80, -1.82)
S (1.92, 1.35, -1.91)
H (4.17, 2.51, 2.24)
H (4.39, 3.77, 1.01)
H (5.34, 2.28, 0.93)
H (5.01, 3.28, -1.22)
H (3.76, 3.56, -2.45)
H (4.72, 2.09, -2.50)
C (-1.09, 4.23, 0.09)
C (-1.54, 4.50, -1.20)
C (-1.55, 3.48, -2.12)
C (-1.10, 2.21, -1.76)
N (-0.64, 1.98, -0.52)
C (-0.64, 2.96, 0.38)
C (-1.07, 1.04, -2.65)
C (-1.56, 1.05, -3.95)
C (-1.48, -0.09, -4.73)
C (-0.91, -1.25, -4.20)
C (-0.42, -1.26, -2.90)
C (-0.48, -0.11, -2.09)
H (-1.06, 5.00, 0.85)
H (-1.87, 5.49, -1.47)
H (-1.88, 3.66, -3.14)
H (-0.27, 2.70, 1.36)
H (-2.00, 1.95, -4.37)
H (-1.85, -0.09, -5.75)
H (-0.83, -2.15, -4.81)
H (0.02, -2.17, -2.51)
N (-3.74, -6.32, 0.31)
C (-3.13, -5.35, 0.33)
C (-2.37, -4.12, 0.33)
C (-2.97, -2.92, -0.04)
C (-2.20, -1.78, -0.07)
N (-0.90, -1.77, 0.23)
C (-0.34, -2.91, 0.63)
C (-1.03, -4.11, 0.70)
H (-4.02, -2.90, -0.31)
H (-2.62, -0.82, -0.34)
H (0.70, -2.84, 0.91)
H (-0.54, -5.01, 1.03)
F (-0.77, 1.12, 4.88)
C (-1.51, 0.29, 4.12)
F (-2.69, 0.91, 3.91)
F (-1.79, -0.79, 4.89)
C (-0.77, -0.09, 2.79)
O (0.13, -0.92, 2.94)
O (-1.21, 0.51, 1.78)
N (1.74, -1.36, -0.56)
C (2.70, -1.84, -0.96)
C (3.85, -2.50, -1.41)
C (5.07, -2.46, -0.67)
N (6.07, -2.46, -0.11)
C (3.83, -3.24, -2.62)
N (3.84, -3.85, -3.60)

Values from the calculation:
Total charge: -2
Total energy in eV: -73734.02970
Spin multiplicity: 2
Gap between HOMO and LUMO (spin up / spin down) in eV: 4.989 / 4.918
Energy above the lowest of the compared OMol25 structures with the same formula, charge and spin in kJ/mol: 164.5

=====

No. 2
This record from the OMol25 dataset describes a molecular structure, C27H18HgN4S3. The level of theory is the ωB97M-V functional and the def2-TZVPD basis.

Positions of all 53 atoms, in Å:
Hg (0.62, -0.95, -1.48)
S (0.70, -6.70, 0.36)
C (0.48, -8.23, 1.09)
C (0.12, -8.12, 2.39)
C (0.01, -6.77, 2.81)
C (0.29, -5.87, 1.82)
C (0.23, -4.41, 1.87)
C (0.65, -3.64, 0.75)
N (0.53, -2.34, 0.71)
C (0.03, -1.66, 1.74)
C (-0.34, -2.31, 2.93)
C (-0.78, -1.51, 4.04)
C (-0.86, -0.17, 3.94)
C (-0.54, 0.51, 2.72)
C (-0.63, 1.91, 2.57)
C (-0.31, 2.52, 1.37)
C (0.08, 1.67, 0.32)
N (0.18, 0.36, 0.43)
C (-0.11, -0.23, 1.61)
C (-0.38, 3.96, 1.17)
C (-0.13, 4.67, 0.02)
C (-0.30, 6.07, 0.17)
C (-0.68, 6.40, 1.43)
S (-0.83, 5.04, 2.44)
C (-0.26, -3.71, 2.95)
H (0.64, -9.13, 0.51)
H (-0.07, -8.97, 3.03)
H (-0.27, -6.48, 3.82)
H (1.11, -4.12, -0.10)
H (-1.04, -2.02, 4.96)
H (-1.18, 0.43, 4.79)
H (-0.95, 2.50, 3.42)
H (0.32, 2.08, -0.65)
H (0.17, 4.21, -0.92)
H (-0.15, 6.78, -0.62)
H (-0.88, 7.39, 1.83)
H (-0.59, -4.23, 3.84)
N (2.77, 2.24, -1.45)
C (1.88, 2.29, -2.48)
N (1.09, 1.32, -2.80)
C (0.23, 1.67, -3.84)
C (-0.74, 0.86, -4.41)
C (-1.52, 1.37, -5.44)
C (-1.34, 2.67, -5.89)
C (-0.38, 3.50, -5.33)
C (0.40, 2.98, -4.31)
S (1.68, 3.76, -3.41)
H (2.94, 1.34, -1.03)
H (3.48, 2.94, -1.38)
H (-0.88, -0.15, -4.05)
H (-2.28, 0.74, -5.89)
H (-1.96, 3.05, -6.70)
H (-0.25, 4.51, -5.67)

Values from the calculation:
Total charge: +1
Total energy in eV: -70927.54180
Spin multiplicity: 2
Gap between HOMO and LUMO (spin up / spin down) in eV: 7.266 / 6.120

=====

No. 3
This record from the OMol25 dataset describes a molecular structure, C27H19BF4N5ORu. The level of theory is the ωB97M-V functional and the def2-TZVPD basis.

Positions of all 58 atoms, in Å:
Ru (-0.11, -0.20, 0.25)
C (4.53, 0.36, 0.48)
C (3.29, -0.25, 0.21)
N (2.21, 0.43, -0.05)
C (2.25, 1.79, -0.05)
C (3.45, 2.49, 0.17)
C (4.60, 1.72, 0.45)
C (3.46, 3.90, 0.06)
C (2.31, 4.56, -0.27)
C (1.10, 3.87, -0.48)
C (1.03, 2.50, -0.32)
N (-0.08, 1.70, -0.46)
C (-1.30, 1.96, -0.99)
C (-2.01, 3.21, -0.96)
C (-3.22, 3.30, -1.56)
C (-3.79, 2.19, -2.21)
C (-3.17, 0.93, -2.21)
C (-3.72, -0.22, -2.82)
C (-3.02, -1.44, -2.71)
C (-1.86, -1.50, -2.01)
N (-1.28, -0.39, -1.43)
C (-1.92, 0.81, -1.55)
H (5.39, -0.25, 0.70)
H (3.19, -1.33, 0.22)
H (5.54, 2.24, 0.64)
H (4.38, 4.44, 0.23)
H (2.32, 5.63, -0.38)
H (0.23, 4.44, -0.76)
H (-1.62, 4.04, -0.39)
H (-3.78, 4.23, -1.52)
H (-4.76, 2.29, -2.69)
H (-4.66, -0.16, -3.34)
H (-3.42, -2.35, -3.14)
H (-1.34, -2.44, -1.86)
O (0.48, 0.45, 2.03)
C (0.50, -0.18, 3.18)
C (0.73, 0.58, 4.34)
C (0.76, 0.00, 5.58)
C (0.59, -1.37, 5.73)
C (0.37, -2.14, 4.60)
C (0.32, -1.57, 3.32)
C (0.13, -2.43, 2.17)
N (0.36, -2.14, 0.89)
C (0.16, -3.30, 0.15)
C (-0.21, -4.29, 0.99)
N (-0.22, -3.73, 2.25)
H (0.86, 1.65, 4.21)
H (0.93, 0.62, 6.46)
H (0.62, -1.84, 6.70)
H (0.26, -3.21, 4.72)
H (0.31, -3.33, -0.91)
H (-0.46, -5.32, 0.82)
H (-0.58, -4.16, 3.08)
F (-2.22, 0.20, 1.45)
B (-2.99, -1.03, 1.61)
F (-2.45, -1.95, 0.66)
F (-2.77, -1.52, 2.90)
F (-4.32, -0.75, 1.36)

Values from the calculation:
Total charge: 0
Total energy in eV: -51939.18187
Spin multiplicity: 6
Gap between HOMO and LUMO (spin up / spin down) in eV: 5.063 / 5.780
Energy above the lowest of the compared OMol25 structures with the same formula, charge and spin in kJ/mol: 123.8

=====

No. 4
This record from the OMol25 dataset describes a single C27H19Cl2NO2S molecule in a non-equilibrium geometry. The level of theory is the ωB97M-V functional and the def2-TZVPD basis.

Positions of all 52 atoms, in Å:
Cl (-5.28, 0.87, 1.80)
C (-3.73, 0.17, 2.03)
C (-3.64, -1.20, 2.29)
C (-2.39, -1.73, 2.63)
C (-1.25, -0.92, 2.71)
C (0.04, -1.56, 3.25)
C (1.36, -0.84, 2.91)
C (2.37, -1.64, 2.37)
C (3.59, -1.12, 1.97)
C (3.78, 0.27, 2.07)
Cl (5.28, 0.93, 1.58)
C (2.78, 1.10, 2.60)
C (1.60, 0.52, 3.08)
C (-1.34, 0.40, 2.24)
C (-2.58, 0.96, 1.96)
H (-4.51, -1.85, 2.25)
H (-2.31, -2.79, 2.82)
H (0.09, -2.51, 2.72)
H (2.17, -2.70, 2.21)
H (4.36, -1.77, 1.56)
H (2.92, 2.18, 2.61)
H (0.86, 1.16, 3.56)
H (-0.45, 1.00, 2.07)
H (-2.66, 2.01, 1.68)
C (-0.50, 1.66, 7.24)
C (-1.56, 1.19, 6.47)
C (-1.39, 0.04, 5.70)
C (-0.17, -0.62, 5.61)
C (-0.09, -1.86, 4.70)
C (-1.22, -2.73, 5.01)
N (-2.04, -3.49, 5.37)
S (1.41, -2.95, 5.58)
C (1.12, -4.66, 5.11)
C (0.63, -5.53, 6.07)
C (0.31, -6.84, 5.70)
C (0.50, -7.26, 4.39)
C (1.06, -6.39, 3.45)
C (1.43, -5.10, 3.83)
O (2.70, -2.54, 5.06)
O (1.14, -2.93, 7.00)
C (0.90, -0.11, 6.36)
C (0.72, 0.98, 7.21)
H (-0.61, 2.55, 7.86)
H (-2.53, 1.69, 6.48)
H (-2.23, -0.35, 5.11)
H (0.47, -5.18, 7.08)
H (-0.11, -7.52, 6.45)
H (0.21, -8.26, 4.09)
H (1.21, -6.71, 2.42)
H (1.93, -4.43, 3.15)
H (1.89, -0.54, 6.29)
H (1.55, 1.31, 7.84)

Values from the calculation:
Total charge: 0
Total energy in eV: -69771.23936
Spin multiplicity: 1
Gap between HOMO and LUMO in eV: 9.345
Energy above the lowest of the compared OMol25 structures with the same formula, charge and spin in kJ/mol: 0.0
Structure (SMILES): N#C[C@](c1ccccc1)(C(c1ccc(Cl)cc1)c1ccc(Cl)cc1)S(=O)(=O)c1ccccc1

=====

No. 5
This record from the OMol25 dataset describes a molecular structure, C27H19CrN5OS. The level of theory is the ωB97M-V functional and the def2-TZVPD basis.

Positions of all 54 atoms, in Å:
Cr (-0.56, 0.44, 1.36)
N (1.56, -4.12, -7.61)
C (1.38, -3.60, -6.60)
C (1.15, -2.96, -5.34)
C (2.21, -2.33, -4.68)
C (1.99, -1.71, -3.46)
C (0.72, -1.71, -2.89)
C (-0.33, -2.35, -3.55)
C (-0.12, -2.96, -4.77)
C (0.48, -1.06, -1.57)
C (0.18, -1.91, -0.51)
C (0.24, -3.34, -0.50)
C (-0.01, -3.74, 0.78)
C (-0.21, -2.55, 1.54)
N (-0.11, -1.48, 0.78)
C (0.62, 0.33, -1.52)
C (0.98, 1.20, -2.59)
C (1.03, 2.47, -2.07)
C (0.69, 2.34, -0.70)
N (0.43, 1.08, -0.37)
H (3.20, -2.33, -5.12)
H (2.80, -1.22, -2.94)
H (-1.32, -2.34, -3.10)
H (-0.94, -3.45, -5.29)
H (0.47, -3.96, -1.35)
H (-0.03, -4.75, 1.17)
H (-0.42, -2.44, 2.59)
H (1.17, 0.90, -3.61)
H (1.28, 3.38, -2.58)
H (0.61, 3.12, 0.04)
O (-1.23, 2.35, 1.65)
N (-2.06, 2.88, 0.77)
C (-2.14, 4.23, 0.75)
C (-2.98, 4.90, -0.09)
C (-3.78, 4.14, -0.96)
C (-3.69, 2.78, -0.93)
C (-2.82, 2.09, -0.06)
S (-2.70, 0.40, 0.01)
H (-1.47, 4.70, 1.46)
H (-3.00, 5.97, -0.08)
H (-4.45, 4.63, -1.65)
H (-4.29, 2.16, -1.59)
N (0.00, 0.18, 3.02)
C (0.62, 0.09, 4.18)
C (-0.04, -0.37, 5.36)
C (0.62, -0.47, 6.57)
C (1.96, -0.12, 6.70)
C (2.63, 0.33, 5.56)
C (2.00, 0.44, 4.34)
H (-1.09, -0.63, 5.28)
H (0.07, -0.82, 7.43)
H (2.47, -0.21, 7.65)
H (3.68, 0.60, 5.63)
H (2.54, 0.79, 3.47)

Values from the calculation:
Total charge: -1
Total energy in eV: -77063.26397
Spin multiplicity: 4
Gap between HOMO and LUMO (spin up / spin down) in eV: 4.488 / 5.219

=====

No. 6
This record from the OMol25 dataset describes a molecular structure, C27H20Br2N6O2SZn. The level of theory is the ωB97M-V functional and the def2-TZVPD basis.

Positions of all 59 atoms, in Å:
Zn (-0.09, -0.28, 0.28)
N (-4.35, 4.09, 4.56)
C (-3.78, 3.70, 3.34)
C (-3.20, 2.43, 3.20)
C (-2.61, 2.05, 2.02)
C (-2.58, 2.94, 0.95)
C (-3.14, 4.20, 1.07)
C (-3.74, 4.58, 2.26)
S (-1.86, 2.46, -0.59)
O (-2.20, 3.45, -1.59)
O (-2.51, 1.14, -0.95)
N (-0.39, 2.23, -0.25)
C (0.65, 2.20, -1.12)
N (1.03, 3.26, -1.84)
C (2.12, 3.10, -2.58)
C (2.86, 1.93, -2.63)
C (2.38, 0.88, -1.86)
N (1.29, 1.01, -1.14)
H (-4.64, 3.30, 5.12)
H (-5.11, 4.75, 4.45)
H (-3.22, 1.73, 4.03)
H (-2.19, 1.06, 1.89)
H (-3.12, 4.88, 0.23)
H (-4.18, 5.57, 2.36)
H (2.43, 3.97, -3.17)
H (3.76, 1.84, -3.23)
H (2.87, -0.09, -1.83)
Br (3.81, -5.69, 0.77)
C (2.74, -4.11, 0.58)
C (2.04, -3.93, -0.66)
C (1.23, -2.82, -0.71)
N (1.10, -1.90, 0.25)
C (1.85, -2.04, 1.45)
C (2.66, -3.24, 1.60)
C (1.75, -1.03, 2.37)
C (2.42, -1.00, 3.65)
C (2.27, 0.07, 4.44)
Br (3.17, 0.12, 6.15)
C (1.47, 1.20, 4.09)
C (0.83, 1.09, 2.88)
N (0.90, 0.06, 2.04)
H (2.09, -4.64, -1.46)
H (0.62, -2.64, -1.59)
H (3.19, -3.42, 2.52)
H (3.04, -1.84, 3.96)
H (1.36, 2.06, 4.73)
H (0.19, 1.91, 2.54)
C (-2.01, -0.24, -0.21)
C (-3.16, -0.85, 0.26)
C (-4.51, -0.39, 0.16)
C (-5.57, -1.10, 0.69)
C (-5.40, -2.31, 1.36)
C (-4.08, -2.79, 1.47)
C (-3.01, -2.11, 0.95)
H (-4.71, 0.55, -0.35)
H (-6.57, -0.69, 0.58)
H (-6.23, -2.86, 1.77)
H (-3.89, -3.73, 1.98)
H (-2.01, -2.52, 1.06)

Values from the calculation:
Total charge: -2
Total energy in eV: -240695.77383
Spin multiplicity: 1
Gap between HOMO and LUMO in eV: 3.675
Energy above the lowest of the compared OMol25 structures with the same formula, charge and spin in kJ/mol: 227.6